(1)
{
  "formula": "C5H27N3O6",
  "method": "wB97M-V/def2-TZVPD",
  "elements": ["C", "C", "C", "C", "N", "C", "N", "N", "H", "H", "H", "H", "H", "H", "H", "H", "H", "H", "H", "H", "H", "H", "H", "H", "H", "O", "H", "H", "O", "H", "H", "O", "H", "H", "O", "H", "H", "O", "H", "H", "O"],
  "positions_angstrom": [[-2.163462, -1.235197, -2.336261], [-1.340581, -0.776251, -1.179786], [-1.206498, -1.863198, 0.030148], [0.019170, -1.470628, 0.847645], [2.720669, -3.360131, -0.791322], [1.838090, -2.438714, -0.464178], [1.043550, -2.510173, 0.567773], [-1.918466, 0.504659, -0.554868], [-3.237685, -1.024736, -2.447589], [-1.743331, -0.973704, -3.315312], [-2.162133, -2.358539, -2.244500], [-0.299103, -0.486578, -1.447085], [-2.166314, -1.892872, 0.601833], [-1.166507, -2.872457, -0.456505], [-0.229584, -1.476915, 2.025668], [0.477547, -0.458610, 0.791009], [2.928007, -4.160668, -0.225065], [3.432982, -3.184385, -1.496670], [1.978813, -1.581905, -1.121874], [1.288134, -3.112905, 1.339554], [-2.743072, 0.846014, -1.070637], [-1.268628, 1.337555, -0.435402], [-2.374285, 0.372032, 0.417786], [-2.516140, 2.429732, 1.781872], [-3.882983, 1.734751, 1.865268], [-3.024277, 1.678658, 1.437123], [2.236912, 1.162936, -2.149340], [3.126535, -0.131152, -2.360269], [2.513645, 0.317225, -1.779487], [2.272238, 3.886124, 2.033614], [1.231487, 4.255959, 1.054354], [1.411243, 3.577468, 1.738695], [-0.311136, 2.282519, 2.448821], [0.263741, 1.832235, 1.120540], [-0.452045, 1.644143, 1.735719], [2.747340, -0.039342, 1.974720], [3.945160, -0.761179, 2.464277], [3.143024, -0.943824, 1.941800], [-1.362858, 4.199661, -1.385060], [-1.767787, 3.667257, -0.083229], [-1.281426, 3.385126, -0.873785]],
  "forces_ev_per_angstrom": [[-0.32, -2.20, -1.19], [0.31, 0.26, 2.17], [-1.36, 1.63, -1.97], [-0.03, -0.93, 3.40], [0.51, -0.15, 0.03], [1.60, -0.32, -0.21], [0.20, 1.09, 0.24], [-0.62, 0.30, 1.20], [0.30, 0.49, 0.81], [0.11, -0.05, 0.33], [0.04, 0.99, -0.62], [-0.77, -0.35, -0.21], [0.77, 0.28, -0.26], [0.50, 0.91, 0.65], [0.68, -0.43, -2.67], [-0.60, -0.67, -0.79], [-0.20, -0.40, 0.31], [-0.50, 0.13, 0.17], [-1.27, 0.36, 0.34], [-0.05, -0.35, -0.12], [0.62, 0.00, -0.22], [-0.96, -1.18, -0.34], [1.18, 0.35, -1.30], [-0.07, -0.58, -0.02], [-0.26, 0.01, 0.06], [-0.57, 0.58, 0.35], [0.41, -0.20, -0.34], [0.28, 0.51, -0.55], [-0.64, -0.23, 0.76], [0.27, -0.21, 0.45], [-0.23, -0.57, 0.41], [0.11, 0.94, -0.92], [0.32, -0.11, -0.10], [0.32, 0.44, 0.30], [-0.10, -0.28, -0.13], [0.16, -1.02, -0.20], [-0.15, -0.56, -0.23], [-0.02, 1.56, 0.41], [0.27, -0.16, -0.57], [0.12, -0.39, 0.02], [-0.36, 0.52, 0.56]],
  "charge": 2,
  "e_above_lowest_kcal_mol": 53.0,
  "homo_lumo_gap_ev": 11.6523,
  "e_homo_ha": -0.628,
  "e_tot_ev": -22363.73892
}

(2)
{
  "formula": "C3H2BrNS",
  "method": "wB97M-V/def2-TZVPD",
  "elements": ["C", "C", "C", "N", "S", "Br", "H", "H"],
  "positions_angstrom": [[0.024266, 1.393490, 0.434365], [0.615879, -1.216536, 0.100778], [-0.334753, 0.383340, -0.523565], [0.199167, 2.205653, 1.238323], [-0.227053, -2.435672, 0.519662], [-2.187033, 0.117648, -0.632411], [1.564089, -0.907778, 0.255098], [0.345437, 0.459854, -1.392249]],
  "forces_ev_per_angstrom": [[-0.39, 0.63, 0.69], [-4.77, 2.67, -0.71], [3.29, -2.33, 0.80], [0.17, -0.55, -0.51], [-0.28, -1.23, 0.14], [0.12, -0.13, -0.40], [3.23, 0.67, 0.23], [-1.37, 0.27, -0.22]],
  "e_above_lowest_kcal_mol": 36.7,
  "homo_lumo_gap_ev": 8.2988,
  "e_homo_ha": -0.340,
  "e_tot_ev": -85508.18554
}

(3)
{
  "formula": "C4H3I",
  "method": "wB97M-V/def2-TZVPD",
  "elements": ["C", "C", "C", "C", "I", "H", "H", "H"],
  "positions_angstrom": [[-1.109195, -0.832418, -0.498045], [1.064296, 1.030363, 0.370502], [-0.714394, -1.814226, 0.057512], [0.478467, 1.930473, -0.161117], [2.182671, -0.360178, 1.302271], [-1.512911, -0.010257, -1.014328], [-0.338767, -2.654199, 0.565671], [-0.050168, 2.710442, -0.622466]],
  "forces_ev_per_angstrom": [[-0.18, -0.59, 0.05], [0.60, -0.20, 0.36], [-0.18, 0.31, -0.19], [0.30, -0.40, 0.28], [-0.29, 0.47, -0.26], [-0.09, 0.39, -0.18], [0.14, -0.41, 0.21], [-0.30, 0.44, -0.27]],
  "e_above_lowest_kcal_mol": 47.6,
  "homo_lumo_gap_ev": 9.9287,
  "e_homo_ha": -0.353,
  "smiles": "C#CI.C#C",
  "e_tot_ev": -12292.43604
}